Computed, not measured: a single C7H14S2 molecule at a distorted geometry, with ωB97M-V/def2-TZVPD.

ΔE to the lowest compared entry with this formula, charge and spin in kcal/mol: 0.0
E_HOMO in eV: -8.711
SMILES: CC(C)(C)C1SCCS1
Frontier orbital gap in eV: 9.40
E_LUMO in Eh: 0.0252
F_max in hartree/bohr: 0.029

Structure (ORCA input):
```
! wB97M-V def2-TZVPD RIJCOSX def2/J DEFGRID3
* xyz 0 1
H 2.00 1.34 1.38
H 1.59 -0.40 1.48
C 0.86 0.64 -0.28
S -1.95 0.44 0.16
C 0.68 2.13 -0.66
H 2.21 -0.97 -0.93
H 0.17 2.66 0.17
H 1.84 0.20 -2.20
C -2.43 -1.08 1.08
H -2.65 -2.42 -0.57
H -1.99 -3.15 0.92
H -0.53 0.05 -1.75
H -1.91 -1.08 2.03
H -3.52 -1.11 1.26
H 1.62 2.65 -0.76
H 2.97 0.65 -0.84
C 2.06 0.11 -1.10
H 0.15 2.18 -1.60
C -0.44 -0.11 -0.68
H 0.30 0.82 1.79
S -0.26 -1.89 -0.33
C 1.19 0.60 1.18
C -1.98 -2.26 0.26
*
```